# C34H51N5O7

The molecule C34H51N5O7 (wB97M-V/def2-TZVPD, OMol25).

Values from the calculation:
Spin multiplicity: 1
Gap between HOMO and LUMO in eV: 9.006
Max |F| in eV Å⁻¹: 0.73
HOMO in eV: -8.407
Total charge: 0

Last column: natural (NBO) charge in e.
Geometry (Å):
1 C -9.337 -0.302 -1.129  -0.60
2 H -9.877 -1.045 -1.711  0.21
3 C -7.841 -0.595 -1.140  -0.40
4 C -7.067 0.433 -0.316  -0.39
5 C -5.549 0.298 -0.433  -0.39
6 C -5.011 -1.035 0.091  -0.14
7 N -3.567 -1.054 -0.034  -0.63
8 C -2.833 -1.845 0.755  0.68
9 O -3.317 -2.634 1.546  -0.63
10 C -1.314 -1.727 0.558  -0.11
11 N -0.821 -0.367 0.694  -0.63
12 C -0.969 0.624 -0.187  0.71
13 O -1.713 0.603 -1.160  -0.70
14 C -0.096 1.843 0.162  -0.14
15 N 1.316 1.544 -0.016  -0.64
16 C 2.044 0.963 0.983  0.82
17 O 1.471 0.460 1.950  -0.72
18 N 3.403 0.983 0.891  -0.46
19 C 4.087 1.769 -0.128  -0.04
20 C 3.988 3.276 0.146  -0.63
21 H 2.965 3.547 0.398  0.22
22 H 4.287 3.830 -0.741  0.21
23 H 4.633 3.571 0.967  0.20
24 C 5.541 1.322 -0.311  -0.40
25 C 6.278 1.180 1.011  -0.41
26 C 5.540 0.130 1.827  -0.40
27 C 4.099 0.550 2.107  -0.04
28 C 4.021 1.612 3.209  -0.62
29 H 2.982 1.878 3.384  0.23
30 H 4.430 1.209 4.132  0.21
31 H 4.574 2.508 2.948  0.20
32 H 3.538 -0.323 2.463  0.23
33 H 6.038 -0.048 2.781  0.21
34 H 5.547 -0.801 1.259  0.21
35 H 6.321 2.130 1.544  0.20
36 H 7.303 0.855 0.827  0.21
37 H 6.039 2.041 -0.964  0.21
38 H 5.551 0.348 -0.803  0.22
39 H 3.585 1.564 -1.083  0.21
40 H 1.688 1.660 -0.942  0.41
41 H -0.228 2.037 1.231  0.23
42 C -0.475 3.067 -0.673  -0.41
43 H 0.425 3.659 -0.854  0.21
44 H -0.846 2.709 -1.636  0.23
45 C -1.540 3.986 -0.045  -0.02
46 C -0.990 4.677 1.206  -0.61
47 H -0.096 5.248 0.967  0.20
48 H -1.733 5.360 1.611  0.21
49 H -0.741 3.958 1.982  0.21
50 C -2.804 3.199 0.304  -0.62
51 H -3.587 3.876 0.639  0.21
52 H -3.161 2.661 -0.570  0.22
53 H -2.618 2.479 1.097  0.21
54 C -1.896 5.058 -1.082  -0.60
55 H -1.013 5.627 -1.368  0.20
56 H -2.314 4.602 -1.975  0.21
57 H -2.630 5.750 -0.676  0.21
58 H -0.108 -0.207 1.413  0.46
59 H -0.852 -2.307 1.362  0.23
60 C -0.909 -2.339 -0.800  -0.43
61 C 0.551 -2.137 -1.037  -0.07
62 C 1.574 -2.713 -0.360  -0.01
63 N 2.796 -2.243 -0.826  -0.42
64 C 4.032 -2.587 -0.338  0.92
65 O 5.073 -2.122 -0.731  -0.63
66 O 3.926 -3.508 0.632  -0.51
67 C 5.137 -3.934 1.241  -0.26
68 H 4.991 -4.972 1.531  0.20
69 H 5.966 -3.844 0.537  0.21
70 H 5.339 -3.324 2.123  0.19
71 C 2.540 -1.330 -1.843  0.13
72 C 3.409 -0.608 -2.644  -0.23
73 C 2.854 0.248 -3.579  -0.23
74 C 1.474 0.370 -3.720  -0.23
75 C 0.606 -0.374 -2.946  -0.22
76 C 1.140 -1.234 -1.991  -0.01
77 H -0.461 -0.278 -3.068  0.24
78 H 1.078 1.050 -4.461  0.22
79 H 3.506 0.828 -4.215  0.22
80 H 4.476 -0.720 -2.549  0.25
81 H 1.550 -3.434 0.432  0.23
82 H -1.155 -3.402 -0.783  0.23
83 H -1.475 -1.860 -1.599  0.23
84 H -3.103 -0.377 -0.641  0.44
85 C -5.365 -1.195 1.570  0.81
86 O -4.997 -0.450 2.437  -0.61
87 O -6.214 -2.202 1.772  -0.68
88 H -6.374 -2.319 2.721  0.50
89 H -5.441 -1.884 -0.454  0.21
90 H -5.077 1.094 0.146  0.23
91 H -5.249 0.404 -1.477  0.21
92 H -7.344 1.435 -0.654  0.20
93 H -7.359 0.349 0.732  0.20
94 H -7.477 -0.580 -2.170  0.19
95 H -7.673 -1.593 -0.736  0.20
96 H -9.719 -0.320 -0.111  0.20
97 H -9.539 0.680 -1.552  0.20



# C34H51NO2PSbZn

A structure of composition C34H51NO2PSbZn (wB97M-V/def2-TZVPD, OMol25).

Values from the calculation:
Spin multiplicity: 1
Gap between HOMO and LUMO in eV: 3.774
Max |F| in eV Å⁻¹: 0.54
HOMO in eV: 0.543
Total charge: -2

Last column: Mulliken charge in e.
Geometry (Å):
1 Zn 0.294 0.018 -0.304  -0.90
2 O 1.227 3.907 0.487  -0.76
3 C 0.751 2.815 0.197  0.02
4 O 1.348 1.685 0.189  -0.62
5 C -0.722 2.746 -0.200  0.44
6 C -1.525 3.870 -0.279  -0.46
7 C -2.850 3.706 -0.654  -0.39
8 C -3.328 2.434 -0.931  -0.74
9 C -2.463 1.356 -0.821  0.34
10 N -1.190 1.527 -0.465  0.09
11 H -1.093 4.832 -0.042  0.48
12 H -3.508 4.564 -0.725  0.40
13 H -4.358 2.262 -1.214  0.50
14 H -2.767 0.327 -0.981  -0.16
15 C 4.245 2.489 2.050  -1.20
16 Sb 3.871 0.480 1.352  0.73
17 C 5.923 -0.148 1.728  -1.35
18 C 4.294 0.981 -0.704  -1.38
19 H 5.169 2.868 1.608  0.37
20 H 4.337 2.506 3.137  0.35
21 H 3.408 3.117 1.745  0.21
22 H 6.627 0.602 1.362  0.38
23 H 6.105 -1.094 1.215  0.33
24 H 6.086 -0.299 2.796  0.34
25 H 5.214 0.487 -1.023  0.48
26 H 4.413 2.062 -0.774  0.46
27 H 3.474 0.677 -1.350  0.30
28 C -7.159 -0.618 -0.073  -1.01
29 C -6.043 0.075 0.703  -0.36
30 C -4.883 -0.927 0.987  -0.41
31 C -4.731 -2.038 -0.036  0.01
32 C -5.163 -1.516 -1.389  0.12
33 C -6.653 -1.077 -1.452  -0.91
34 P -1.701 -2.157 -0.164  -0.24
35 C -1.837 -3.539 -1.442  0.63
36 C -3.012 -4.527 -1.373  -0.31
37 C -3.345 -5.115 -2.753  -0.87
38 C -2.070 -5.315 -3.567  -0.76
39 C -1.456 -3.944 -3.909  -0.91
40 C -1.766 -2.892 -2.829  -0.81
41 C -1.728 -2.995 1.535  0.49
42 C -1.666 -1.919 2.621  -0.70
43 C -1.147 -2.529 3.934  -0.91
44 C -1.619 -3.985 4.111  -0.71
45 C -2.960 -4.188 3.412  -0.88
46 C -2.825 -4.008 1.888  -0.02
47 H -8.034 0.035 -0.184  0.52
48 H -7.484 -1.490 0.502  0.31
49 H -6.427 0.519 1.632  0.54
50 H -5.670 0.913 0.100  -0.20
51 H -5.022 -1.358 1.988  0.27
52 H -3.948 -0.336 1.053  -0.31
53 H -5.391 -2.890 0.230  0.50
54 H -4.976 -2.244 -2.194  -0.09
55 H -4.546 -0.640 -1.652  -0.32
56 H -7.269 -1.913 -1.802  0.33
57 H -6.790 -0.260 -2.180  0.43
58 H -0.915 -4.118 -1.346  -0.02
59 H -3.884 -4.039 -0.934  -0.34
60 H -2.737 -5.348 -0.701  0.21
61 H -4.002 -4.429 -3.300  0.25
62 H -3.901 -6.051 -2.641  0.54
63 H -2.260 -5.887 -4.482  0.45
64 H -1.361 -5.901 -2.973  0.28
65 H -1.848 -3.605 -4.875  0.48
66 H -0.373 -4.041 -4.024  0.30
67 H -2.714 -2.386 -3.044  0.13
68 H -0.988 -2.127 -2.823  0.11
69 H -0.771 -3.517 1.596  0.18
70 H -2.662 -1.488 2.762  0.14
71 H -1.006 -1.108 2.304  -0.08
72 H -1.487 -1.926 4.784  0.51
73 H -0.053 -2.493 3.939  0.25
74 H -1.685 -4.236 5.175  0.47
75 H -0.884 -4.669 3.675  0.27
76 H -3.670 -3.453 3.808  0.27
77 H -3.380 -5.173 3.642  0.54
78 H -3.774 -3.688 1.456  -0.39
79 H -2.579 -4.972 1.431  0.11
80 C 0.100 -1.861 -0.280  1.55
81 C 1.196 -2.775 -0.307  1.75
82 C 1.138 -4.166 0.015  0.09
83 C 2.257 -4.984 0.013  -0.95
84 C 3.522 -4.510 -0.320  -0.63
85 C 3.617 -3.162 -0.679  -0.55
86 C 2.508 -2.347 -0.685  -0.94
87 H 0.195 -4.614 0.295  0.09
88 H 2.131 -6.029 0.284  0.35
89 H 4.388 -5.160 -0.319  0.35
90 H 4.576 -2.745 -0.976  0.42
91 H 2.612 -1.318 -1.017  0.17



# C34H52AsBrN5O2PS2Si2W

A structure of composition C34H52AsBrN5O2PS2Si2W (wB97M-V/def2-TZVPD, OMol25).

Values from the calculation:
Spin multiplicity: 3
<S²>: 2.03
Gap between HOMO and LUMO (spin up / spin down) in eV: 6.236 / 5.648
Max |F| in eV Å⁻¹: 0.76
HOMO (spin up / spin down) in eV: -12.269 / -12.687
Total charge: +2

Last column: Löwdin spin population.
Geometry (Å):
1 W -0.845 -0.565 1.263  0.95
2 C 3.373 0.649 4.349  0.00
3 S 2.924 -1.089 4.209  0.00
4 C 1.373 -1.031 3.437  0.01
5 S 0.618 0.453 2.934  -0.01
6 N 0.807 -2.183 3.252  0.00
7 N -0.411 -2.076 2.618  0.00
8 C -1.239 -3.057 2.845  0.13
9 C -2.563 -2.825 2.371  0.03
10 C -3.646 -3.665 2.627  0.02
11 C -4.914 -3.232 2.308  0.03
12 C -5.069 -1.959 1.757  0.02
13 C -3.955 -1.201 1.488  0.03
14 N -2.700 -1.621 1.749  0.03
15 H 4.351 0.645 4.826  0.00
16 H 2.672 1.185 4.984  0.00
17 H 3.449 1.125 3.375  0.00
18 H -0.943 -3.907 3.443  0.00
19 H -3.477 -4.623 3.097  0.00
20 H -5.774 -3.856 2.504  0.00
21 H -6.047 -1.563 1.526  0.00
22 H -4.038 -0.221 1.049  0.00
23 C -2.697 1.117 3.386  0.00
24 O -2.195 1.155 2.021  0.02
25 C -1.995 2.433 1.504  0.00
26 C -2.722 3.534 1.910  0.00
27 C -2.371 4.782 1.407  0.00
28 Br -3.352 6.290 1.947  0.00
29 C -1.301 4.928 0.544  0.00
30 C -0.588 3.812 0.110  0.00
31 C -0.976 2.562 0.573  0.00
32 O -0.354 1.371 0.181  0.01
33 C 0.628 4.016 -0.696  0.00
34 N 1.539 4.877 -0.374  0.00
35 C 2.503 4.783 -1.372  0.00
36 C 3.696 5.488 -1.518  0.00
37 C 4.466 5.207 -2.627  0.00
38 C 4.066 4.251 -3.576  0.00
39 C 2.894 3.534 -3.437  0.00
40 C 2.129 3.816 -2.311  0.00
41 N 0.932 3.280 -1.835  0.00
42 H -3.777 1.252 3.378  0.00
43 H -2.211 1.898 3.969  0.00
44 H -2.435 0.141 3.783  0.00
45 H -3.533 3.446 2.616  0.00
46 H -0.991 5.906 0.205  0.00
47 H 0.550 1.544 -0.146  0.00
48 H 3.991 6.231 -0.791  0.00
49 H 5.394 5.739 -2.781  0.00
50 H 4.691 4.078 -4.441  0.00
51 H 2.589 2.808 -4.178  0.00
52 H 0.228 2.887 -2.438  0.00
53 C 3.044 1.555 0.351  0.00
54 Si 3.074 -0.137 -0.471  0.05
55 C 2.939 0.008 -2.330  0.02
56 C 4.618 -1.057 0.017  0.01
57 As 1.179 -1.474 0.154  0.48
58 Si 1.737 -3.799 -0.079  0.06
59 C 0.337 -4.853 0.575  0.00
60 C 2.043 -4.067 -1.907  0.01
61 C 3.236 -4.137 0.978  0.02
62 H 3.027 2.343 -0.402  0.00
63 H 3.977 1.674 0.905  0.00
64 H 2.250 1.730 1.079  0.00
65 H 3.828 0.506 -2.724  0.00
66 H 2.076 0.608 -2.623  0.00
67 H 2.859 -0.970 -2.807  0.00
68 H 5.461 -0.376 -0.137  0.00
69 H 4.795 -1.932 -0.607  0.00
70 H 4.618 -1.360 1.063  0.00
71 H -0.659 -4.575 0.235  0.00
72 H 0.362 -4.851 1.664  0.00
73 H 0.523 -5.880 0.252  0.00
74 H 1.339 -3.527 -2.541  0.00
75 H 1.955 -5.129 -2.146  0.00
76 H 3.051 -3.755 -2.184  0.00
77 H 3.121 -3.720 1.979  0.00
78 H 4.165 -3.772 0.549  0.00
79 H 3.327 -5.222 1.083  0.00
80 C -2.936 -3.190 -2.570  0.00
81 C -2.115 -2.733 -1.367  0.01
82 P -1.945 -0.923 -1.118  0.01
83 C -0.934 -0.426 -2.577  0.02
84 C -1.249 0.929 -3.205  0.00
85 C -3.628 -0.298 -1.551  0.00
86 C -3.954 1.157 -1.214  0.00
87 H -2.896 -4.276 -2.652  0.00
88 H -2.560 -2.783 -3.508  0.00
89 H -3.984 -2.909 -2.476  0.00
90 H -1.086 -3.102 -1.438  0.00
91 H -2.530 -3.153 -0.446  0.00
92 H -1.078 -1.206 -3.328  0.00
93 H 0.113 -0.486 -2.271  0.02
94 H -2.205 0.922 -3.727  0.00
95 H -0.488 1.181 -3.945  0.00
96 H -1.302 1.724 -2.461  0.00
97 H -4.354 -0.967 -1.084  0.00
98 H -3.741 -0.467 -2.625  0.00
99 H -4.100 1.322 -0.146  0.00
100 H -4.877 1.453 -1.711  0.00
101 H -3.179 1.852 -1.530  0.00